# 1
ORCA calculation (wB97M-V/def2-TZVPD) on a structure of composition C12H9Cl3MnN3O8S3 in a non-equilibrium geometry.

Properties
energy above the lowest of the compared OMol25 structures with the same formula, charge and spin: 0.0 kJ/mol
HOMO energy (spin up / spin down): -11.29 / -11.31 eV
E_LUMO (spin up / spin down): -6.2623 / -5.3468 eV
expectation value of S²: 0.798
multiplicity: 2
total charge: +1

```
39
Properties=species:S:1:pos:R:3:forces:R:3:mulliken_spin:R:1
Mn -1.122345 -0.863633 0.737916 3.4 1.7 -1.0 1.13
O 3.032316 -2.188565 -0.003241 0.2 -0.2 0.0 0.00
C 3.534243 -0.951987 -0.125640 -0.1 0.4 0.0 0.00
C 4.914518 -0.840216 -0.297900 0.0 -0.1 0.0 0.00
C 5.501848 0.395784 -0.439009 0.0 0.0 0.0 0.00
C 4.733954 1.564134 -0.422215 0.0 0.1 0.0 0.00
C 3.376554 1.476257 -0.253599 0.0 0.0 0.0 0.00
C 2.749162 0.227142 -0.091852 0.1 -0.5 0.0 0.00
C 1.323546 0.179832 0.139089 -0.5 0.9 -0.1 0.01
O 0.702280 -0.972152 0.322643 -0.3 -0.7 0.5 -0.04
N 0.611907 1.295700 0.165734 0.9 0.1 -0.1 -0.04
N -0.672713 1.042424 0.442011 -1.4 -0.1 0.0 -0.03
C -1.510773 2.022976 0.353457 0.5 -0.4 0.2 -0.01
S -1.016461 3.620634 -0.046420 -0.1 0.2 -0.1 0.00
C -2.688560 4.335584 0.118895 0.3 -0.1 0.2 0.00
C -3.692671 3.275386 -0.274885 -0.1 -0.1 0.1 0.00
S -3.275137 1.752081 0.648626 0.5 0.4 -0.4 0.00
H 2.077657 -2.139493 0.137279 -0.1 0.1 0.0 0.00
H 5.496957 -1.751305 -0.319507 0.0 0.0 0.0 0.00
H 6.574212 0.461653 -0.566524 0.0 0.0 0.0 0.00
H 5.209232 2.527277 -0.541787 0.0 0.0 0.0 0.00
H 2.757079 2.361668 -0.237801 0.0 0.0 0.0 0.00
H -2.739674 5.196932 -0.542530 -0.1 0.0 0.0 0.00
H -2.819391 4.669425 1.147167 -0.1 0.1 0.0 0.00
H -3.641948 3.022762 -1.333456 0.0 -0.1 0.0 0.00
H -4.711240 3.560276 -0.012552 0.0 -0.1 0.1 0.00
O -3.817232 -1.801168 -0.164442 -0.2 0.1 -0.1 0.00
S -3.342873 -0.841133 -1.092493 -0.6 -0.4 -0.2 0.00
O -3.938353 -0.679209 -2.358075 0.2 0.0 -0.2 0.00
O -3.750081 0.737690 -0.446936 -0.5 0.1 -0.1 0.00
O -1.854732 -0.726190 -1.077058 -0.2 -0.2 0.6 -0.01
Cl -2.061578 -6.154791 -0.046173 0.1 0.2 0.1 0.00
C -0.597930 -5.242679 0.317038 0.3 -0.7 -0.3 0.00
Cl 0.274899 -5.942873 1.684240 -0.1 0.2 -0.1 0.00
Cl 0.466356 -5.141051 -1.110900 -0.2 0.0 0.2 0.00
C -0.944780 -3.866551 0.632318 -0.2 0.2 0.2 0.02
N -1.172532 -2.770498 0.843382 -0.2 -1.0 -0.1 -0.04
O -1.412138 -0.486978 2.428432 0.4 -0.2 -0.4 0.06
O -2.553575 -0.365136 1.686779 -1.9 0.0 0.9 -0.07
```
Positions in Å, forces in eV/Å.

# 2
ORCA calculation (wB97M-V/def2-TZVPD) on a cluster of 3 separate species, C28H49N5O3P2 in total in a non-equilibrium geometry.

Properties
structure (SMILES): O=P(O)(O)Pc1cnc2c(CCCCn3cccc3)cccc2n1.CCN(CC)CC.CCN(CC)CC
HOMO energy: -7.71 eV
E_LUMO: -1.2595 eV
total charge: 0

```
87
Properties=species:S:1:pos:R:3:forces:R:3:lowdin_charge:R:1
O 6.902909 0.261154 -0.873323 -1.3 -3.2 -1.7 -0.42
P 6.365295 -0.985967 -1.621214 2.2 3.3 3.9 0.44
O 4.936639 -1.468482 -0.778773 1.8 0.5 -2.1 -0.24
O 7.539396 -2.209379 -1.696944 -2.5 1.2 0.3 -0.22
P 5.921614 -0.282046 -3.674761 -1.5 0.0 -1.2 0.80
C 5.431551 1.562556 -3.472871 0.9 1.2 0.4 -0.44
C 4.214848 1.855239 -2.548284 1.2 3.1 -1.2 -0.08
N 3.755356 3.182040 -2.313226 3.6 -2.4 -2.4 0.08
C 4.519678 4.189265 -3.005401 0.0 0.4 0.0 -0.11
C 4.063036 5.694760 -2.757732 2.7 1.0 -2.3 -0.09
C 2.861561 6.076154 -1.769003 0.5 0.7 -0.2 -0.18
C 1.392929 5.931654 -2.404600 -0.1 -0.2 0.1 -0.20
C 0.866221 4.423261 -2.561589 -0.8 0.6 -0.3 -0.20
C 0.702367 3.620587 -1.186811 0.7 -0.7 0.4 -0.16
N -0.161415 2.392635 -1.360916 -2.8 -4.0 -1.2 -0.15
C -0.129779 1.444324 -2.480476 -2.2 -2.7 0.4 -0.11
C -1.145997 0.287541 -2.335720 0.6 4.0 3.5 -0.09
C -1.911478 0.574615 -0.987439 4.5 3.5 -2.0 -0.07
C -1.210954 1.879788 -0.484264 -1.1 -2.2 -1.0 -0.10
C 4.839907 6.842053 -3.501969 0.5 -3.8 0.0 -0.02
C 6.062048 6.510988 -4.446964 -1.3 -4.2 1.7 -0.06
C 6.480058 5.023899 -4.613028 -1.9 2.1 1.1 -0.01
C 5.713542 3.812660 -3.921228 0.6 2.8 -0.7 -0.17
N 6.235829 2.497284 -4.197480 -5.1 0.4 4.0 0.07
H 4.313226 -0.696095 -0.763687 1.0 -0.8 0.1 0.05
H 8.040136 -2.287323 -0.851902 -0.6 0.3 -0.6 0.09
H 7.135246 -0.302942 -4.447694 -0.2 0.4 1.0 -0.07
H 3.669431 0.990456 -2.036259 0.8 1.5 -0.9 0.10
H 2.964737 5.533642 -0.753924 -0.2 0.6 -1.8 0.12
H 2.996173 7.203488 -1.526947 -0.1 -1.9 -0.4 0.11
H 1.386772 6.405432 -3.457816 0.1 -0.7 1.7 0.12
H 0.659004 6.545501 -1.748253 1.2 -1.1 -1.0 0.12
H -0.190636 4.491273 -3.038735 1.7 -0.2 0.8 0.13
H 1.535488 3.911905 -3.340393 -1.0 0.4 1.5 0.10
H 0.229930 4.228316 -0.338749 0.5 -0.6 -1.5 0.13
H 1.710325 3.230780 -0.769090 -1.5 0.9 -0.9 0.11
H 0.533207 1.447793 -3.413343 -0.8 0.7 1.9 0.10
H -1.376827 -0.610391 -2.993916 0.7 1.7 0.8 0.08
H -2.752285 -0.031059 -0.510288 1.5 1.2 -0.6 0.07
H -1.487031 2.416593 0.482911 0.7 -0.7 -1.6 0.10
H 4.569904 7.950774 -3.398893 0.2 -2.0 0.1 0.09
H 6.659835 7.340834 -4.974457 -1.1 -1.5 1.0 0.09
H 7.392615 4.783795 -5.276457 -1.7 0.3 1.2 0.10
C -7.480983 -1.313107 0.203453 -0.1 0.0 0.1 -0.09
C -6.518394 -2.451553 -0.114993 0.0 0.1 0.1 -0.27
N -5.476872 -2.633301 0.890463 0.4 0.0 0.0 -0.19
C -4.388221 -3.501166 0.448244 0.1 0.2 -0.2 -0.25
C -4.723838 -4.962180 0.155736 0.2 -0.3 0.0 -0.09
C -5.931064 -2.850107 2.260643 -0.2 0.3 0.0 -0.25
C -6.866464 -4.029470 2.521860 -0.1 -0.2 0.2 -0.09
H -6.941925 -0.379021 0.383248 0.0 -0.1 0.0 0.08
H -8.157420 -1.151664 -0.640508 0.1 -0.1 0.1 0.07
H -8.098541 -1.533204 1.078065 0.0 0.1 0.0 0.06
H -6.045110 -2.209471 -1.073252 0.2 -0.2 0.2 0.12
H -7.095619 -3.371991 -0.274258 -0.1 0.0 -0.1 0.10
H -3.574884 -3.464750 1.182264 -0.2 0.1 0.1 0.10
H -3.959219 -3.066126 -0.462997 -0.2 0.1 0.0 0.11
H -4.884648 -5.530949 1.072426 -0.1 0.0 -0.1 0.05
H -3.882889 -5.433508 -0.364885 -0.1 0.1 0.0 0.07
H -5.602089 -5.068935 -0.484786 0.0 0.0 0.1 0.07
H -6.435263 -1.938626 2.601246 0.0 0.0 -0.2 0.10
H -5.061987 -2.936323 2.922620 0.1 0.0 -0.3 0.11
H -7.680535 -4.088556 1.796319 0.1 0.0 0.0 0.07
H -7.321598 -3.922193 3.511420 0.0 0.0 -0.1 0.07
H -6.330642 -4.979272 2.522865 -0.1 0.0 -0.1 0.05
C 0.931190 -0.825143 2.104264 0.1 0.1 0.1 -0.09
C -0.210304 -1.680696 2.639555 0.2 0.0 0.0 -0.27
N 0.217526 -2.985670 3.132564 -0.1 -0.4 -0.1 -0.19
C -0.889744 -3.911346 3.353349 0.0 0.0 -0.2 -0.25
C -1.910531 -3.547236 4.429799 -0.2 -0.2 0.2 -0.09
C 1.245843 -2.981357 4.168291 0.3 0.2 -0.2 -0.25
C 0.956840 -2.209115 5.454510 0.1 0.0 0.3 -0.09
H 1.504116 -1.362115 1.343257 0.0 0.0 0.1 0.08
H 0.529651 0.081604 1.642773 0.0 -0.1 0.0 0.06
H 1.614360 -0.511605 2.898190 0.0 0.0 -0.1 0.06
H -0.911210 -1.829523 1.810293 0.0 -0.2 0.2 0.11
H -0.750558 -1.112633 3.408604 -0.1 0.1 0.0 0.10
H -0.491581 -4.909888 3.566840 0.1 0.2 0.0 0.11
H -1.428132 -4.024551 2.404091 0.1 0.1 0.0 0.10
H -1.509427 -3.694849 5.433246 0.0 0.1 0.0 0.05
H -2.785690 -4.200830 4.340215 0.1 0.1 0.0 0.07
H -2.264453 -2.517802 4.338786 0.1 0.0 0.0 0.07
H 2.166908 -2.577592 3.732925 -0.1 0.0 -0.1 0.10
H 1.504983 -4.013881 4.427959 -0.2 0.0 -0.1 0.11
H 0.549529 -1.213880 5.264252 0.0 -0.1 0.0 0.07
H 1.886085 -2.076698 6.017451 -0.1 0.0 -0.1 0.07
H 0.268394 -2.749075 6.105498 0.0 0.1 0.0 0.05
```
Positions in Å, forces in eV/Å.

# 3
ORCA calculation (wB97M-V/def2-TZVPD) on a structure of composition C3HKO2 in a non-equilibrium geometry.

Properties
energy above the lowest of the compared OMol25 structures with the same formula, charge and spin: 580.1 kJ/mol
HOMO energy (spin up / spin down): -8.23 / -8.23 eV
E_LUMO (spin up / spin down): -0.8659 / -0.8678 eV
total charge: 0

```
7
Properties=species:S:1:pos:R:3:forces:R:3:lowdin_charge:R:1
C -0.977533 1.152281 0.245484 -0.3 1.0 -0.2 -0.26
H -2.104137 0.893952 -0.783832 1.5 -1.1 1.5 0.11
C -1.465770 0.025213 -0.010333 -0.3 -0.6 -1.2 -0.21
O -0.310566 -1.634144 -0.141686 4.6 0.7 0.4 -0.24
C 1.258665 -1.628916 -0.005065 -6.2 -0.6 -0.6 -0.19
K 1.576396 1.969048 0.532270 0.0 -0.2 0.0 0.83
O 2.022947 -0.777431 0.163164 0.8 0.9 0.2 -0.03
```
Positions in Å, forces in eV/Å.

# 4
ORCA calculation (wB97M-V/def2-TZVPD) on a structure of composition C3H2CeO3 in a non-equilibrium geometry.

Properties
energy above the lowest of the compared OMol25 structures with the same formula, charge and spin: 69.0 kJ/mol
HOMO energy (spin up / spin down): -16.43 / -16.57 eV
E_LUMO (spin up / spin down): -9.4025 / -9.4426 eV
expectation value of S²: 2.001
multiplicity: 3
total charge: +2

```
9
Properties=species:S:1:pos:R:3:forces:R:3:mulliken_spin:R:1
O 0.089041 0.852081 1.718270 -0.8 -0.9 0.4 0.00
C 0.831041 1.790199 1.168594 1.3 0.8 -1.5 0.00
C 1.575026 2.506964 0.552133 -0.6 -0.5 0.6 0.00
O -0.184161 -0.240967 -0.220703 -0.4 -1.0 -2.0 0.00
C -0.374735 -0.163322 0.976477 0.9 1.3 1.5 0.00
O -0.991966 -1.059736 1.670497 -0.4 -0.4 -0.3 0.00
Ce -0.786011 -1.673365 -2.297015 0.3 0.6 0.8 2.00
H 2.228477 3.183775 0.032950 -0.2 -0.1 0.3 0.00
H -1.056716 -0.844404 2.614803 0.0 0.1 0.2 0.00
```
Positions in Å, forces in eV/Å.

no.,DFT total energy (eV)
1,-134819.9838
2,-61992.6451
3,-23539.4876
4,-22193.3530